# 1
Computed, not measured: a molecular structure, C3H2ClFO in a non-equilibrium geometry, with wB97M-V/def2-TZVPD.

Structure (XYZ):
```
8
Properties=species:S:1:pos:R:3:nbo_charge:R:1
C 0.28527 -0.24988 -0.08247 0.374
C 0.06715 1.02054 -0.07612 -0.420
C -0.97463 1.82973 0.71771 0.357
H 0.68901 1.51822 -0.79229 0.240
H -0.61221 2.90172 1.48547 0.190
O -2.14070 1.14509 0.75548 -0.503
F -0.54422 -1.21304 0.49309 -0.318
Cl 1.51059 -1.07445 -0.85468 0.080
```

Summary:
* orbital gap: 0.3549 Eh
* ΔE to the lowest compared entry with this formula, charge and spin: 2.357 eV

# 2
Computed, not measured: C17H17Br2ClN2O3 in the gas phase in a non-equilibrium geometry, with wB97M-V/def2-TZVPD.

Structure (XYZ):
```
42
Properties=species:S:1:pos:R:3:nbo_charge:R:1
O 2.25896 -5.01927 -0.96517 -0.694
C 1.47960 -3.89618 -1.24154 0.362
C 1.49904 -2.80535 -0.35017 -0.131
Cl 2.63965 -3.04452 0.95404 -0.010
C 0.71389 -1.65132 -0.58163 0.003
N 0.77906 -0.50419 0.21159 -0.468
C 0.69715 -0.63190 1.52318 0.189
C 0.77592 0.58876 2.39958 -0.462
C 0.17932 1.93075 1.81728 -0.215
C 0.43620 3.06174 2.82165 -0.432
C -0.09304 4.39996 2.34613 -0.215
Br 1.04064 5.01607 0.84049 -0.035
C -1.60572 4.32516 1.95066 0.054
O -2.00595 5.57029 1.37361 -0.722
C -2.00298 3.09658 1.05139 -0.235
Br -1.62802 3.34979 -0.86649 -0.012
C -1.34535 1.79020 1.51593 -0.444
C -0.00744 -1.58824 -1.81286 0.376
O -0.68362 -0.42382 -2.01292 -0.660
C -0.01784 -2.68689 -2.70610 0.094
N -0.65907 -2.56668 -3.86611 -0.390
C -0.69357 -3.54768 -4.77470 0.050
C -0.00517 -4.75372 -4.54985 -0.252
C 0.73565 -4.89729 -3.35356 -0.136
C 0.74338 -3.85791 -2.41589 -0.157
H 2.66466 -4.94979 -0.09407 0.490
H 0.48488 -1.58656 1.96137 0.178
H 0.21836 0.33755 3.31467 0.210
H 1.83185 0.73875 2.63121 0.241
H 0.67729 2.12304 0.86557 0.240
H 1.51544 3.12204 2.99426 0.229
H -0.09532 2.87426 3.75049 0.209
H 0.00205 5.16127 3.10445 0.232
H -2.20538 4.21310 2.88856 0.205
H -1.48094 5.79486 0.59567 0.488
H -3.09154 2.98995 1.12856 0.232
H -1.48043 1.04944 0.69467 0.235
H -1.84966 1.42759 2.37341 0.207
H -0.40525 0.22887 -1.33101 0.503
H -1.27094 -3.45957 -5.67457 0.195
H -0.01278 -5.48931 -5.31976 0.216
H 1.26700 -5.82982 -3.19202 0.235
```

Summary:
* orbital gap: 0.2756 Eh
* structure (SMILES): Oc1c(Cl)c(/N=C/C[C@@H]2C[C@@H](Br)[C@@H](O)[C@@H](Br)C2)c(O)c2ncccc12
* ΔE to the lowest compared entry with this formula, charge and spin: 0.000 eV

- The highest ΔE to the lowest compared entry with this formula, charge and spin belongs to which entry?
  C3H2ClFO